[1]
{"formula": "C26H39ClIrN12OS4", "method": "the ωB97M-V functional and the def2-TZVPD basis", "species": ["Ir", "C", "C", "S", "C", "C", "S", "C", "C", "S", "C", "C", "S", "H", "H", "H", "H", "H", "H", "H", "H", "H", "H", "H", "H", "H", "H", "H", "H", "N", "C", "N", "N", "N", "N", "C", "N", "N", "N", "N", "H", "C", "C", "C", "C", "C", "O", "C", "C", "C", "C", "C", "C", "Cl", "C", "C", "C", "N", "C", "N", "C", "N", "H", "H", "H", "H", "H", "H", "H", "H", "H", "H", "H", "H", "H", "H", "H", "H", "H", "H", "H", "H", "H", "H"], "positions_angstrom": [[-1.05394, -2.75132, -0.70954], [-3.45309, -3.93584, -2.74079], [-4.26461, -2.73049, -2.30048], [-3.23875, -1.34758, -1.73516], [-2.77248, -0.56934, -3.29906], [-1.83904, -1.36406, -4.20868], [-0.41837, -1.88151, -3.22758], [0.22762, -3.33326, -4.07796], [1.30680, -3.94136, -3.19282], [0.83793, -4.37406, -1.49854], [-0.07966, -5.92648, -1.66748], [-1.50005, -5.77696, -2.17881], [-2.48724, -4.49455, -1.32310], [-2.82143, -3.73121, -3.59832], [-4.11433, -4.76795, -2.99361], [-4.89895, -2.98919, -1.45140], [-4.91723, -2.37000, -3.09589], [-2.30400, 0.37505, -3.01734], [-3.69064, -0.31504, -3.82987], [-1.48617, -0.70686, -5.00412], [-2.32959, -2.20980, -4.68306], [0.68954, -3.02111, -5.01552], [-0.57712, -4.02657, -4.31332], [2.12734, -3.23101, -3.07642], [1.72477, -4.83365, -3.65999], [-0.08233, -6.33388, -0.66146], [0.48977, -6.60109, -2.30810], [-2.04323, -6.71414, -2.05225], [-1.51515, -5.52081, -3.23576], [-1.63196, -2.73695, 3.32424], [-1.53593, -3.77322, 2.43480], [-1.70424, -4.99504, 2.90067], [-1.54807, -5.81237, 1.85540], [-1.31381, -5.14843, 0.79982], [-1.29878, -3.80664, 1.09111], [-1.09109, -1.51231, 3.07248], [-0.60771, -0.66819, 3.96935], [-0.09762, 0.26622, 3.17526], [-0.24952, 0.01715, 1.91589], [-0.92156, -1.09978, 1.81319], [-1.74637, -3.03353, 4.28326], [1.53963, 5.37650, -1.30319], [2.32881, 4.65049, -0.20784], [3.64249, 4.12132, -0.81727], [2.68733, 5.68371, 0.87429], [1.49135, 3.46867, 0.41273], [2.26756, 2.76635, 1.37178], [0.19597, 3.99861, 1.06381], [-0.56596, 3.03112, 1.98364], [0.08147, 2.76260, 3.32117], [0.71685, 1.42654, 3.61155], [1.21980, 1.21906, 4.99648], [1.27684, 2.25443, 5.85971], [1.93577, 2.04455, 7.43843], [0.78582, 3.53659, 5.50936], [0.19055, 3.74790, 4.25848], [1.18315, 2.46845, -0.73450], [1.01705, 1.03863, -0.42231], [-0.02969, 0.27190, -0.68926], [0.30539, -1.01154, -0.56708], [1.60031, -0.95200, -0.13898], [2.06514, 0.26607, -0.06438], [2.15485, 6.17740, -1.71556], [0.62739, 5.83548, -0.92207], [1.28181, 4.71890, -2.13619], [4.36081, 4.93587, -0.89937], [3.50486, 3.73312, -1.82785], [4.10266, 3.33436, -0.21830], [3.40813, 6.38900, 0.46217], [3.15562, 5.25277, 1.76395], [1.82772, 6.26522, 1.20182], [2.97069, 3.34004, 1.69368], [-0.48496, 4.30330, 0.26474], [0.42251, 4.89821, 1.63173], [-0.75654, 2.10801, 1.44587], [-1.54441, 3.47237, 2.19239], [1.57400, 1.39001, 2.91871], [1.57324, 0.23573, 5.27088], [0.85224, 4.33633, 6.23253], [-0.21383, 4.73031, 4.04159], [1.99012, 2.48887, -1.46116], [0.26923, 2.77442, -1.24234], [-0.98389, 0.65804, -1.00802], [2.20240, -1.82051, 0.07511]], "atomic_forces_ev_per_a": [[0.1253, -0.4073, -2.9846], [-0.1320, -0.0781, 0.1163], [0.0704, 0.0648, -0.0960], [-0.4599, 0.4316, 0.3695], [-0.1637, -0.0987, -0.0633], [0.0939, 0.1591, -0.0342], [-0.0357, -0.1366, 0.4273], [0.0753, 0.0575, -0.1228], [-0.0456, -0.1438, 0.0130], [0.2552, -0.1146, 0.4092], [-0.0034, 0.0356, -0.0466], [-0.0404, 0.0283, 0.0007], [0.0808, -0.0005, 0.1199], [0.0608, 0.0263, -0.0171], [-0.0415, 0.0552, -0.0356], [0.0154, 0.0103, 0.0006], [0.0114, -0.0027, -0.0165], [0.0123, 0.0045, 0.0042], [0.0314, 0.0006, -0.0388], [0.0127, -0.0348, -0.0156], [-0.0338, -0.0445, 0.0713], [-0.0649, 0.0387, -0.0163], [-0.0143, -0.0400, 0.0684], [-0.0014, -0.0058, 0.0004], [-0.0269, 0.0049, -0.0246], [0.0485, -0.0364, -0.0796], [-0.0100, 0.0695, -0.0898], [0.0244, 0.0024, 0.0356], [0.0155, -0.0478, -0.0431], [-0.0343, 1.2161, 0.4370], [0.0008, -1.1734, -1.6922], [0.1427, -0.1551, 0.0838], [-0.1882, -0.2373, 0.4141], [0.2438, 0.7745, 0.4796], [0.1375, 0.1769, 1.1577], [-0.3121, -0.9341, 0.3874], [0.1502, 0.0093, 0.6897], [0.2761, 0.5451, 0.2007], [-0.2717, -0.1676, -0.4538], [0.4695, 1.0359, 0.1853], [0.0239, 0.0170, -0.0465], [0.0012, -0.0120, -0.0266], [0.0010, 0.0271, 0.0555], [0.0028, -0.0484, -0.0221], [0.0072, -0.0047, -0.0023], [-0.0178, -0.1163, -0.3502], [-0.1414, -0.0236, 0.4614], [0.1824, 0.2069, -0.0238], [0.0302, -0.3232, 0.1460], [0.1883, -0.5219, -0.8421], [-1.1403, -0.6214, 0.3948], [-0.1046, 0.1309, -0.5857], [0.4165, 0.0141, 0.6831], [-0.0717, 0.0262, -0.1424], [-0.2923, -0.6631, -0.8898], [0.0956, 0.7123, 0.4942], [-0.0563, -0.2836, -0.0802], [0.2501, 0.3793, 0.0807], [0.0562, -0.6287, -0.5772], [-0.2242, 0.2207, 1.1696], [-0.2591, -0.0549, -0.3285], [0.2710, 0.2355, -0.0116], [-0.0044, -0.0108, 0.0145], [-0.0182, 0.0240, -0.0050], [0.0008, 0.0106, 0.0324], [-0.0223, 0.0115, -0.0102], [-0.0036, -0.0105, 0.0492], [0.0138, 0.0089, 0.0042], [-0.0275, 0.0010, 0.0178], [0.0523, -0.0226, 0.0135], [-0.0320, 0.0253, 0.0077], [0.0921, 0.0430, -0.0641], [-0.0219, -0.0193, 0.1476], [0.0423, 0.0764, -0.0007], [0.0333, -0.1309, 0.1498], [0.0219, 0.1031, 0.0880], [0.3352, 0.3679, -0.0027], [-0.0314, -0.0704, 0.0218], [-0.0107, 0.1012, 0.0651], [0.0090, -0.0315, 0.0125], [-0.0138, 0.0802, 0.0282], [0.0110, -0.0303, -0.0303], [-0.0542, -0.0625, 0.0577], [-0.0648, -0.0210, 0.0456]], "homo_ha": [-0.425, -0.456], "e_tot_ev": -106208.436, "total_charge": 2, "e_lumo_ev": [-8.17, -8.17], "spin_multiplicity": 2, "largest_force_ev_per_a": 3.01}

---

[2]
{"formula": "C15H19Br2N2Pd", "method": "the ωB97M-V functional and the def2-TZVPD basis", "species": ["Pd", "C", "N", "C", "C", "C", "C", "C", "C", "C", "C", "H", "H", "H", "H", "H", "H", "H", "H", "H", "H", "H", "H", "Br", "C", "Br", "H", "H", "C", "C", "C", "N", "C", "C", "H", "H", "H", "H", "H"], "positions_angstrom": [[0.20773, -0.17230, 0.19540], [-2.63430, 0.71019, -0.57417], [-1.93456, 0.03260, 0.54470], [-1.98731, 0.77131, 1.83205], [-2.37146, -1.36783, 0.78877], [-1.65598, -2.33114, -0.11382], [-2.29961, -3.43913, -0.65974], [-1.77196, -4.17282, -1.71084], [-0.47574, -3.78963, -2.16018], [0.23839, -2.69760, -1.53370], [-0.43697, -1.97688, -0.63712], [-3.71272, 0.87088, -0.29854], [-2.50296, 0.08095, -1.44561], [-2.09514, 1.63810, -0.71885], [-2.98473, 0.78627, 2.42358], [-1.71184, 1.84473, 1.66785], [-1.18686, 0.36110, 2.48013], [-3.49374, -1.48972, 0.69007], [-2.23954, -1.59850, 1.85219], [-3.34582, -3.66577, -0.31916], [-2.31124, -4.93744, -2.22131], [-0.08268, -4.14524, -3.08789], [1.30090, -2.44767, -1.80129], [0.81891, 1.66083, -2.13826], [0.29855, 3.87734, -1.49382], [-1.31728, 4.19120, -0.40214], [0.34983, 4.26352, -2.49375], [1.11098, 4.08755, -0.79452], [4.57059, 1.76906, 1.07603], [3.37030, 2.46842, 0.95228], [2.14232, 1.78962, 1.00968], [2.11399, 0.44803, 0.97508], [3.23078, -0.27829, 1.12497], [4.45407, 0.38691, 1.22693], [5.52263, 2.26275, 1.07740], [3.30042, 3.55559, 0.89798], [1.13494, 2.25871, 0.96344], [3.09725, -1.38898, 1.26923], [5.28986, -0.21676, 1.55697]], "atomic_forces_ev_per_a": [[0.8021, 0.1224, 0.1624], [-0.3458, -0.4226, 1.1884], [-0.7320, -0.3007, 0.8719], [-0.1953, 1.1738, 0.6382], [-1.6384, -0.3582, 0.2663], [-1.0932, -0.1199, -0.8183], [-1.8197, -0.3535, 0.6166], [2.4531, 1.4783, -0.0918], [-0.3963, 1.2203, 0.9111], [0.6891, -2.1705, -2.3248], [-0.0258, 1.3014, 1.8455], [0.8845, -0.0612, -0.4998], [-0.2816, -0.0287, -0.2413], [-0.3428, 0.1990, -0.2289], [1.3559, -0.3832, -1.2329], [-0.3011, -0.8329, -0.0607], [-0.6200, 0.0707, -0.0852], [1.0005, 0.3637, -0.2364], [0.4732, 0.0888, -0.1356], [1.1081, 0.1519, -0.2582], [-0.3197, -0.3819, -0.1291], [0.3463, -0.7515, -0.1832], [-1.2907, -0.3007, -0.1057], [-0.9560, 2.0896, 1.0845], [-0.0905, -1.9104, 1.2925], [1.3404, -0.3981, -1.4013], [-0.3762, 0.3053, -0.1068], [-0.0037, -0.2046, -0.6965], [-1.4771, -0.6605, -0.1259], [-1.0130, 0.5368, 0.4553], [0.8651, -0.2858, -0.7505], [-0.4321, -0.1137, 0.0912], [-0.1112, 0.2916, 0.4357], [0.2347, -0.7637, 0.5637], [0.2330, 0.1265, 0.0829], [0.4079, -0.2510, 0.0084], [1.0738, 0.0186, 0.0948], [0.3269, 1.4150, -0.4378], [0.2676, 0.0997, -0.4590]], "homo_ha": [-0.389, -0.422], "e_tot_ev": -162398.132, "total_charge": 1, "e_lumo_ev": [-4.46, -4.81], "spin_multiplicity": 3, "de_lowest_kj_mol": 47.6, "largest_force_ev_per_a": 3.25}

---

[3]
{"formula": "C3HNO2S2", "method": "the ωB97M-V functional and the def2-TZVPD basis", "species": ["C", "C", "C", "N", "O", "O", "S", "S", "H"], "positions_angstrom": [[1.44270, -1.65165, -1.81085], [1.87813, -0.47131, -1.88838], [-0.33929, -1.41297, 0.85822], [-0.84918, -1.53051, -0.20409], [0.42875, -3.76247, -1.22941], [-1.37416, -1.50231, -1.26032], [2.52669, 0.97340, -2.03273], [0.54294, -2.91078, -2.41852], [-0.35192, -1.11649, 1.88705]], "atomic_forces_ev_per_a": [[-1.3056, -1.7198, -2.0946], [1.0706, 1.6703, -0.7841], [-1.5391, -0.4657, -3.0487], [1.1616, 1.4646, 5.0505], [-0.7635, -1.3282, -1.0228], [-0.6253, -0.4647, -1.5205], [-0.6068, -1.0815, 0.3953], [2.3230, 2.1914, 3.1603], [0.2851, -0.2664, -0.1354]], "homo_ha": [-0.329, -0.329], "e_tot_ev": -30375.795, "e_lumo_ev": [-2.34, -2.34], "de_lowest_kj_mol": 555.2, "largest_force_ev_per_a": 5.39}

---

[4]
{"formula": "C4H8O", "method": "the ωB97M-V functional and the def2-TZVPD basis", "species": ["C", "C", "C", "C", "O", "H", "H", "H", "H", "H", "H", "H", "H"], "positions_angstrom": [[-0.61980, 1.42572, -0.95792], [-0.29064, 0.65678, -0.09785], [-0.48082, -0.14492, 1.05843], [2.44679, -0.83528, -0.89429], [2.16939, 0.26462, -1.26678], [-3.29949, 0.43134, 0.95288], [-0.59972, 2.03890, -1.82219], [-1.35606, 0.18457, 1.58332], [-0.55887, -1.15795, 0.79281], [0.29453, -0.11342, 1.90874], [2.23873, -1.33998, 0.03926], [-2.89894, 0.08861, 0.38287], [2.95488, -1.49900, -1.67927]], "atomic_forces_ev_per_a": [[0.7377, 0.0894, -0.6535], [-1.0539, 1.1200, -0.0732], [1.9585, 0.0510, 2.9209], [1.0505, -1.0210, -2.9461], [0.0049, 0.3761, 0.9279], [0.3898, -0.5405, -0.9404], [-0.2105, 0.1712, -0.1053], [-0.5187, -0.0581, 0.0248], [-0.3620, -1.5212, -0.2304], [-0.4986, 0.2053, -1.6101], [-0.3282, 0.3275, 0.9254], [-0.8809, 0.6093, 0.7742], [-0.2886, 0.1910, 0.9857]], "homo_ha": -0.346, "e_tot_ev": -6320.618, "e_lumo_ev": 0.93, "de_lowest_kj_mol": 439.0, "largest_force_ev_per_a": 3.52}